Record 1
# C44H48FFeIN5O3P

A structure of composition C44H48FFeIN5O3P (ωB97M-V with the def2-TZVPD basis set, OMol25).

DFT total energy   -4206.7576 Ha
E_HOMO (spin up / spin down)   -14.527 / -14.808 eV
Net charge   +3
Molecular weight   927.62 g mol⁻¹
2S+1   2
Kohn-Sham gap (spin up / spin down)   7.25 / 6.05 eV
LUMO (spin up / spin down)   -7.3 / -8.8 eV

Last column: Löwdin charge in e.
CARTESIAN COORDINATES (ANGSTROEM)
Fe1 0.59032 0.39525 -1.20379  0.371
I1 -0.66491 2.80509 -1.55358  1.237
C1 -0.16444 4.62670 -0.57378  -0.535
C2 0.53567 5.46376 -1.39722  -0.161
C3 0.81370 6.78650 -0.99994  -0.043
C4 0.32753 7.22992 0.19110  0.004
C5 -0.38650 6.36654 1.05914  -0.138
C6 -0.87128 6.88733 2.28355  0.015
C7 -1.56541 6.10631 3.16007  -0.018
C8 -1.74947 4.74802 2.85808  -0.054
C9 -1.29398 4.19840 1.67989  -0.322
P1 -1.53957 2.40138 1.59377  1.159
C10 -0.75349 1.83427 3.08871  -0.349
C11 -1.34148 1.00533 4.04442  -0.055
C12 -0.62260 0.65047 5.17414  -0.037
C13 0.68075 1.09487 5.34744  -0.037
C14 1.27679 1.91218 4.39217  -0.060
C15 0.56445 2.28201 3.26751  -0.104
C16 -3.27564 2.10985 1.43468  -0.341
C17 -3.86652 0.89139 1.80000  -0.068
C18 -5.22604 0.71168 1.62475  -0.042
C19 -5.99716 1.71484 1.04858  -0.033
C20 -5.40884 2.90974 0.64782  -0.048
C21 -4.05416 3.11047 0.83422  -0.079
C22 -0.62730 5.00311 0.71534  -0.199
H1 0.86134 5.12823 -2.37104  0.083
H2 1.37759 7.43589 -1.65435  0.122
H3 0.47031 8.25892 0.49433  0.132
H4 -0.67827 7.92844 2.50858  0.132
H5 -1.95523 6.51141 4.08311  0.126
H6 -2.26298 4.12192 3.57821  0.127
H7 -2.35389 0.65501 3.92802  0.100
H8 -1.08503 0.02574 5.92600  0.121
H9 1.23137 0.81235 6.23489  0.121
H10 2.28993 2.26515 4.53285  0.116
H11 1.01634 2.94637 2.53864  0.104
H12 -3.26475 0.08924 2.20406  0.076
H13 -5.68632 -0.21829 1.92927  0.119
H14 -7.05696 1.56008 0.89671  0.121
H15 -6.00870 3.68576 0.19249  0.119
H16 -3.60924 4.05153 0.53635  0.108
C23 -1.08735 -5.75980 2.45308  -0.033
C24 -1.15908 -5.98028 0.95245  -0.278
C25 -0.25991 -7.12148 0.51106  -0.134
C26 -0.44233 -7.39752 -0.97009  -0.111
C27 -0.24777 -6.13750 -1.76759  -0.110
C28 0.07929 -6.19700 -3.10174  0.085
C29 0.32056 -5.02818 -3.82196  -0.247
F1 0.62707 -5.12510 -5.11892  0.096
C30 0.27414 -3.79809 -3.23833  0.065
C31 -0.07958 -3.70215 -1.88442  -0.044
C32 -0.15235 -2.40442 -1.25323  -0.248
O1 0.22527 -1.36491 -1.91518  -0.126
C33 -0.63781 -2.36073 0.04908  -0.026
C34 -0.93370 -3.54871 0.70262  0.062
N1 -0.78299 -4.75009 0.17405  0.064
C35 -0.36688 -4.86835 -1.15549  -0.046
C36 -0.93675 -1.09135 0.78312  -0.559
O2 -1.52177 -1.15474 1.85416  0.059
O3 -0.57619 0.02540 0.23837  -0.195
H17 -1.24281 -6.72076 2.94038  0.100
H18 -1.85758 -5.08795 2.82790  0.086
H19 -0.10603 -5.38620 2.75142  0.103
H20 -2.18851 -6.21952 0.67044  0.168
H21 -0.50880 -8.00552 1.09552  0.135
H22 0.78232 -6.86612 0.72491  0.141
H23 -1.44195 -7.80053 -1.15643  0.141
H24 0.26821 -8.14937 -1.31244  0.134
H25 0.15684 -7.15294 -3.60430  0.149
H26 0.48904 -2.90659 -3.80693  0.114
H27 -1.31376 -3.48265 1.71055  0.137
C37 2.07148 -0.53900 1.20546  -0.097
C38 3.47203 -0.64773 1.87180  -0.113
N2 4.50001 -0.15308 0.96484  -0.153
C39 4.50141 -0.93131 -0.26083  -0.125
C40 3.11831 -0.79592 -0.95674  -0.113
N3 2.23287 0.07612 -0.13519  -0.216
C41 2.87052 1.41247 0.01108  -0.122
C42 4.27311 1.24921 0.66245  -0.124
H28 1.38622 0.07425 1.78810  0.108
H29 1.61138 -1.51763 1.07434  0.120
H30 3.70071 -1.68333 2.12132  0.129
H31 3.50770 -0.06317 2.79094  0.122
H32 4.70931 -1.97242 -0.01586  0.129
H33 5.30162 -0.57033 -0.90625  0.128
H34 2.62716 -1.76225 -1.06519  0.121
H35 3.21162 -0.34589 -1.94684  0.104
H36 2.21256 2.02269 0.63392  0.106
H37 2.93478 1.87362 -0.97745  0.113
H38 4.33983 1.82635 1.58429  0.127
H39 5.05864 1.59767 -0.00744  0.128
N4 0.09441 0.96729 -7.03087  0.209
C43 0.91733 0.36045 -5.91752  -0.115
C44 0.34409 0.69688 -4.53717  -0.249
N5 1.28190 0.38314 -3.46232  -0.012
H40 0.54591 0.82797 -7.93975  0.185
H41 -0.03188 1.97485 -6.90321  0.178
H42 -0.83637 0.54500 -7.08873  0.183
H43 1.93044 0.74594 -6.02275  0.141
H44 0.93951 -0.71412 -6.09257  0.141
H45 -0.57055 0.12675 -4.35900  0.133
H46 0.09087 1.75968 -4.48713  0.088
H47 2.17838 0.83634 -3.61453  0.103
H48 1.42995 -0.62047 -3.38848  0.074

=====

Record 2
# C44H48MoN6O5

A structure of composition C44H48MoN6O5 (ωB97M-V with the def2-TZVPD basis set, OMol25).

DFT total energy   -2478.4645 Ha
E_HOMO (spin up / spin down)   -6.069 / -6.004 eV
Net charge   0
Energy above the lowest of the compared OMol25 structures with the same formula, charge and spin   0.0 kcal per mole
Molecular weight   836.84 g mol⁻¹
2S+1   3
Kohn-Sham gap (spin up / spin down)   5.34 / 5.21 eV
LUMO (spin up / spin down)   -0.7 / -0.8 eV

Last column: Löwdin charge in e.
CARTESIAN COORDINATES (ANGSTROEM)
Mo1 -0.50399 0.41414 0.13449  1.790
C1 -1.26190 -4.02540 -4.58177  -0.080
C2 -2.16958 -2.81124 -4.38548  -0.186
C3 -2.15919 -2.30563 -2.98066  -0.114
C4 -3.07009 -2.47456 -2.00996  -0.116
C5 -4.35517 -3.23312 -2.05120  -0.186
C6 -4.22948 -4.61895 -1.41630  -0.081
C7 -2.56045 -1.77619 -0.82267  -0.216
C8 -3.30592 -1.55687 0.27861  0.048
C9 -2.80516 -0.84983 1.41584  -0.245
C10 -3.48028 -0.20551 2.39419  -0.140
C11 -4.95951 0.01750 2.48284  -0.187
C12 -5.77926 -1.22505 2.84212  -0.089
C13 -2.43562 0.38759 3.27050  -0.288
C14 -1.20718 -0.39656 2.88731  -0.260
C15 -0.03078 -0.28074 3.51991  0.019
C16 1.19585 -0.07488 2.80833  -0.224
N1 1.21132 0.21846 1.47494  -0.004
C17 2.45945 0.76101 1.23527  -0.251
C18 2.94068 1.06912 -0.05140  0.049
C19 2.33639 0.77396 -1.22872  -0.234
N2 1.08268 0.14996 -1.34977  0.000
C20 0.98865 -0.24143 -2.63237  -0.225
C21 -0.04514 -1.00777 -3.16588  0.021
C22 -1.07521 -1.49863 -2.40479  -0.220
N3 -1.28623 -1.27079 -1.08623  0.006
C23 2.14068 0.19369 -3.39707  -0.131
C24 2.97172 0.81951 -2.52650  -0.128
C25 4.31416 1.41716 -2.80402  -0.183
C26 4.24333 2.93169 -2.99652  -0.079
C27 2.36661 -0.11222 -4.84256  -0.195
C28 2.82839 -1.55081 -5.07965  -0.082
C29 3.22479 0.78582 2.41659  -0.141
C30 2.42856 0.23190 3.41252  -0.143
C31 2.77633 -0.01096 4.84620  -0.194
C32 2.95054 -1.49472 5.16793  -0.089
C33 4.63909 1.25413 2.54506  -0.195
C34 5.64718 0.11381 2.40465  -0.082
N4 -1.39976 -0.80411 1.56602  -0.058
C35 -2.73341 0.61911 4.73851  -0.181
C36 -2.97684 -0.68719 5.48146  -0.062
H1 -1.28619 -4.37029 -5.61629  0.072
H2 -1.57206 -4.85106 -3.93984  0.071
H3 -0.22786 -3.78663 -4.32769  0.064
H4 -3.19305 -3.06318 -4.67033  0.105
H5 -1.86116 -2.00852 -5.06024  0.111
H6 -4.68575 -3.32715 -3.08757  0.105
H7 -5.13487 -2.66375 -1.53940  0.107
H8 -3.50879 -5.23012 -1.96126  0.070
H9 -5.18698 -5.14099 -1.41552  0.071
H10 -3.88166 -4.54181 -0.38537  0.074
H11 -4.33434 -1.88694 0.28336  0.105
H12 -5.32278 0.41762 1.53075  0.116
H13 -5.16027 0.80206 3.21774  0.104
H14 -5.50376 -2.07345 2.21555  0.064
H15 -6.84621 -1.04060 2.70646  0.071
H16 -5.62508 -1.52715 3.87809  0.058
H17 -0.03565 0.00678 4.56567  0.115
H18 3.93161 1.50416 -0.10210  0.116
H19 -0.02108 -1.23974 -4.21881  0.100
H20 4.74225 0.95076 -3.69363  0.108
H21 5.00156 1.18449 -1.98715  0.109
H22 3.60312 3.18227 -3.84427  0.073
H23 5.23029 3.35894 -3.17783  0.075
H24 3.82403 3.41509 -2.11297  0.063
H25 3.11193 0.57918 -5.24325  0.104
H26 1.45009 0.08175 -5.40787  0.112
H27 3.77632 -1.73827 -4.57328  0.078
H28 2.96399 -1.75139 -6.14317  0.072
H29 2.10407 -2.26622 -4.68866  0.061
H30 2.00151 0.40975 5.49673  0.105
H31 3.69181 0.53256 5.09183  0.104
H32 2.04338 -2.04969 4.92353  0.072
H33 3.17214 -1.65359 6.22456  0.069
H34 3.76196 -1.92611 4.57972  0.068
H35 4.77105 1.74410 3.51307  0.108
H36 4.84475 2.02604 1.79949  0.103
H37 5.49280 -0.63596 3.18226  0.065
H38 6.67456 0.47328 2.47995  0.070
H39 5.52987 -0.38880 1.44279  0.075
H40 -3.60715 1.27258 4.81811  0.115
H41 -1.90053 1.15628 5.20063  0.112
H42 -3.77143 -1.26280 5.00957  0.062
H43 -3.25765 -0.49814 6.51722  0.079
H44 -2.08049 -1.30790 5.47719  0.079
O1 1.50191 5.31617 -3.03765  0.093
C37 0.93352 4.37755 -2.25926  -0.275
C38 -0.02200 3.48237 -2.73305  0.096
C39 -0.53533 2.55861 -1.84763  -0.154
N5 -0.08548 2.46396 -0.60265  0.018
C40 0.72016 3.39751 -0.11284  -0.164
C41 1.27444 4.38162 -0.90276  0.094
C42 0.81630 3.49482 1.37617  -0.381
O2 1.64300 4.12794 1.95101  0.180
O3 -0.26810 3.02742 2.08869  0.079
C43 -1.81919 1.73534 -2.07727  -0.583
O4 -2.36569 1.79235 -3.15658  0.088
O5 -2.19562 1.16576 -0.98201  -0.135
H45 1.18322 5.23499 -3.94529  0.124
H46 -0.42671 3.52235 -3.73680  0.140
H47 1.90946 5.14641 -0.48248  0.144
N6 -1.94039 1.80966 2.73210  0.167
C44 -1.01346 1.91433 1.81873  -0.162
H48 -1.94462 2.53798 3.44200  0.149